1.
Computed, not measured: a cluster of 7 separate species, C35H89F3N5O13S in total, with ωB97M-V/def2-TZVPD.

XYZ file:
```
146
Properties=species:S:1:pos:R:3:mulliken_charge:R:1
C -0.924 1.462 0.216 -0.434
C 0.139 0.475 0.674 0.927
O 1.161 0.207 -0.263 -0.231
H -1.829 1.503 0.827 0.055
H -1.261 1.328 -0.814 -0.347
H -0.531 2.484 0.257 -0.332
H -0.369 -0.443 1.026 -0.255
H 0.658 0.834 1.577 -0.190
C -1.966 -1.600 -4.397 -0.672
O -1.533 -0.723 -3.365 0.032
C -0.782 0.383 -3.838 -1.027
C 0.665 -0.016 -4.162 -0.140
N 1.243 -0.883 -3.099 0.896
H 1.226 -0.315 -2.241 -0.650
H 0.682 -1.712 -2.916 0.348
C 2.671 -1.420 -3.238 -0.302
C 3.621 -0.458 -3.935 -0.205
O 3.201 -0.173 -5.244 -0.360
C 4.043 0.825 -5.827 -0.768
H -1.103 -2.063 -4.889 0.317
H -2.480 -1.057 -5.195 0.389
H -2.625 -2.371 -4.007 0.052
H -0.799 1.154 -3.068 0.275
H -1.265 0.829 -4.710 0.490
H 1.269 0.891 -4.196 0.070
H 0.758 -0.416 -5.169 0.571
H 2.615 -2.397 -3.714 0.406
H 3.013 -1.554 -2.212 -0.008
H 4.588 -0.964 -4.029 0.701
H 3.729 0.385 -3.242 -0.304
H 4.998 0.464 -6.207 0.312
H 4.255 1.618 -5.099 0.242
H 3.423 1.345 -6.554 0.334
C 0.383 2.256 5.077 -0.811
O -0.769 3.046 5.138 -0.369
C -1.973 2.341 4.861 -0.381
C -2.749 3.208 3.860 -0.377
N -2.805 4.638 4.351 -0.106
H -3.510 4.692 5.087 0.410
H -1.884 4.785 4.775 0.504
C -3.149 5.673 3.297 -0.849
C -2.136 5.712 2.182 -0.508
O -0.828 5.594 2.709 -0.400
C 0.201 5.516 1.753 -0.406
H 0.368 1.213 5.406 0.352
H 1.153 2.735 5.685 0.414
H 0.807 2.253 4.062 0.193
H -2.669 2.232 5.697 0.354
H -1.789 1.351 4.450 0.308
H -3.746 2.893 3.552 0.452
H -2.192 3.280 2.925 -0.121
H -3.071 6.576 3.901 0.445
H -4.141 5.492 2.886 0.405
H -2.255 6.661 1.653 0.549
H -2.343 4.926 1.447 0.368
H 0.056 6.079 0.828 0.402
H 0.151 4.472 1.393 -0.139
H 1.167 5.699 2.213 0.375
C 6.038 -2.362 3.065 -0.976
O 4.856 -1.835 2.454 -0.132
C 3.918 -1.510 3.472 -1.057
C 2.650 -1.036 2.776 -0.047
N 2.416 -1.866 1.528 1.447
H 1.951 -1.219 0.867 -0.975
H 3.297 -2.105 1.061 0.314
C 1.522 -3.084 1.656 -0.585
C 1.715 -3.895 0.365 -0.523
O 3.086 -3.965 0.058 -0.265
C 3.343 -4.862 -1.008 -0.867
H 6.822 -2.573 2.338 0.302
H 5.805 -3.287 3.592 0.327
H 6.511 -1.627 3.721 0.348
H 4.348 -0.732 4.106 0.549
H 3.686 -2.380 4.092 0.529
H 2.663 -0.011 2.412 -0.213
H 1.714 -1.147 3.322 0.475
H 0.492 -2.777 1.815 0.125
H 1.881 -3.606 2.542 0.578
H 1.191 -3.363 -0.440 -0.012
H 1.215 -4.859 0.488 0.616
H 4.417 -5.033 -0.982 0.320
H 2.991 -4.568 -2.003 0.259
H 2.877 -5.846 -0.887 0.384
C 2.048 4.000 -4.015 -0.884
O 2.684 3.292 -2.952 -0.298
C 2.100 3.515 -1.689 -0.345
C 3.134 3.243 -0.568 -0.835
N 3.739 1.886 -0.828 0.489
H 3.032 1.146 -0.939 -0.716
H 4.252 1.859 -1.710 0.493
C 4.578 1.469 0.367 -0.426
C 5.525 0.343 0.013 -0.494
O 4.763 -0.714 -0.562 0.226
C 5.598 -1.815 -0.884 -0.559
H 2.313 5.057 -3.941 0.357
H 0.980 3.781 -4.003 0.387
H 2.521 3.686 -4.945 0.219
H 1.223 2.882 -1.521 -0.050
H 1.724 4.537 -1.593 0.685
H 2.578 3.257 0.367 0.439
H 4.008 3.886 -0.515 0.557
H 3.827 1.247 1.124 -0.022
H 5.071 2.354 0.770 0.525
H 6.046 0.127 0.951 0.194
H 6.298 0.636 -0.703 0.558
H 5.986 -2.284 0.023 0.019
H 6.378 -1.625 -1.624 0.379
H 4.926 -2.556 -1.323 0.034
C -3.701 -0.881 1.829 -1.448
C -3.302 -2.323 1.658 0.239
N -3.511 -2.858 0.263 0.832
C -2.959 -1.915 -0.800 -1.099
C -2.835 -4.199 0.097 -0.242
C -2.958 -5.129 1.300 -1.607
C -5.009 -2.953 0.062 -0.443
C -5.484 -3.699 -1.170 -1.298
O -4.913 -3.254 -2.399 -0.097
C -5.737 -3.633 -3.478 -0.885
H -3.161 -0.111 1.265 0.281
H -3.398 -0.582 2.834 0.492
H -4.718 -0.650 1.524 0.246
H -3.757 -2.965 2.409 0.616
H -2.239 -2.393 1.910 -0.281
H -2.697 -2.468 -1.693 0.411
H -2.070 -1.510 -0.315 0.177
H -3.655 -1.102 -0.981 0.163
H -1.780 -3.954 -0.054 0.135
H -3.131 -4.630 -0.856 0.594
H -2.680 -6.144 1.006 0.441
H -3.985 -5.270 1.642 0.386
H -2.343 -4.905 2.170 0.351
H -5.365 -1.926 -0.003 0.388
H -5.492 -3.456 0.899 0.467
H -6.567 -3.563 -1.185 0.584
H -5.252 -4.763 -1.063 0.439
H -5.241 -3.424 -4.426 0.246
H -6.698 -3.113 -3.486 0.364
H -5.948 -4.705 -3.563 0.366
C -6.730 1.708 1.287 0.598
F -7.262 0.826 0.436 -0.234
F -7.714 2.463 1.758 -0.228
F -6.152 1.130 2.341 -0.219
S -5.452 2.764 0.367 0.899
O -4.504 1.818 -0.223 -0.527
O -6.188 3.532 -0.621 -0.650
O -4.918 3.636 1.410 -0.565
```

The gap between HOMO and LUMO comes out at 7.52 eV. The max |F| is 2.22 eV/Å. As for the total charge: +3. The value obtained for the lowest unoccupied orbital energy is -6.2 eV. The value obtained for the total energy is -90764.520 eV.

=====

2.
Computed, not measured: a cluster of 11 separate species, C35H91BN21O12S2 in total, with ωB97M-V/def2-TZVPD.

XYZ file:
```
162
Properties=species:S:1:pos:R:3:mulliken_charge:R:1
C -3.422 -6.956 1.475 -0.977
C -4.552 -6.394 0.518 -0.233
C -5.263 -5.139 1.179 -0.058
C -6.435 -4.686 0.228 -0.455
C -6.305 -3.220 -0.327 -1.132
C -4.879 -2.885 -0.903 0.049
C -4.498 -3.692 -2.185 -0.547
C -2.994 -3.542 -2.628 -0.926
C -2.061 -2.917 -1.539 -0.170
C -0.567 -2.767 -2.073 -0.649
C 0.441 -3.540 -1.152 -1.069
C 0.988 -2.700 0.062 0.117
C 2.502 -2.315 -0.156 -0.133
C 2.737 -1.340 -1.360 -0.231
C 3.890 -0.284 -1.052 -1.210
C 3.152 1.035 -0.634 -0.446
O 2.364 0.907 0.561 -0.769
B 3.356 1.102 1.664 1.519
O 4.553 1.764 1.056 -0.889
C 4.074 2.244 -0.204 0.422
C 3.550 3.715 -0.332 -0.642
C 1.989 3.899 -0.338 -0.328
C 1.446 4.787 0.856 -1.032
S 1.325 3.858 2.430 0.094
C -0.354 3.253 2.682 -0.007
S -1.678 4.071 2.056 -0.276
N -0.510 2.009 3.445 0.420
C -1.350 1.101 2.637 -0.964
C -1.259 -0.405 3.061 -0.361
C -1.141 2.377 4.738 -0.620
C -0.891 1.329 5.886 -1.188
H -3.624 -8.031 1.702 0.269
H -2.401 -6.906 1.036 0.280
H -3.483 -6.375 2.429 0.197
H -5.284 -7.201 0.275 0.346
H -4.146 -6.030 -0.457 -0.064
H -5.652 -5.500 2.164 0.453
H -4.500 -4.360 1.392 -0.127
H -7.387 -4.733 0.841 0.098
H -6.557 -5.395 -0.623 0.508
H -7.051 -3.132 -1.165 0.313
H -6.636 -2.507 0.463 0.350
H -4.157 -2.964 -0.061 -0.142
H -4.918 -1.801 -1.191 0.440
H -5.132 -3.288 -3.019 0.330
H -4.754 -4.764 -2.035 0.242
H -2.608 -4.576 -2.829 0.202
H -2.920 -2.912 -3.547 0.337
H -1.984 -3.643 -0.690 0.024
H -2.410 -1.942 -1.133 0.387
H -0.288 -1.713 -2.286 0.331
H -0.562 -3.299 -3.065 0.359
H 1.322 -3.859 -1.762 0.498
H -0.063 -4.470 -0.795 0.408
H 1.005 -3.392 0.950 -0.043
H 0.361 -1.824 0.340 0.097
H 2.953 -1.919 0.789 0.165
H 3.035 -3.270 -0.405 -0.041
H 1.843 -0.738 -1.647 -0.009
H 3.089 -1.937 -2.241 0.428
H 4.571 -0.134 -1.920 0.340
H 4.497 -0.714 -0.223 0.373
H 2.602 1.420 -1.544 0.289
H 3.018 1.725 2.637 -0.444
H 3.592 -0.050 2.018 -0.450
H 4.972 2.130 -0.881 0.311
H 4.011 4.319 0.495 0.324
H 3.957 4.163 -1.274 0.011
H 1.735 4.498 -1.258 0.383
H 1.397 2.963 -0.408 0.139
H 0.479 5.274 0.568 0.398
H 2.158 5.634 1.039 0.403
H -0.964 1.164 1.589 0.421
H -2.429 1.403 2.651 0.308
H -0.281 -0.884 2.838 0.066
H -2.027 -0.953 2.451 0.098
H -1.524 -0.599 4.125 0.197
H -2.239 2.508 4.568 0.407
H -0.696 3.343 5.083 0.590
H -0.294 0.449 5.544 0.253
H -1.893 0.909 6.174 0.312
H -0.452 1.761 6.810 0.244
C -9.932 -6.735 1.390 0.580
O -9.390 -5.861 0.733 -0.615
N -10.299 -7.935 0.854 -0.465
N -10.214 -6.589 2.713 -0.336
H -10.750 -8.669 1.378 0.240
H -10.108 -8.081 -0.121 0.146
H -9.957 -5.719 3.143 0.216
H -10.659 -7.296 3.270 0.185
C 4.721 3.998 -4.256 0.623
O 4.825 2.934 -3.663 -0.653
N 5.614 5.012 -4.115 -0.282
N 3.693 4.264 -5.112 -0.336
H 5.533 5.895 -4.596 0.226
H 6.388 4.857 -3.495 0.183
H 3.009 3.542 -5.244 0.187
H 3.594 5.131 -5.608 0.132
C 2.064 3.882 7.408 0.701
O 1.051 4.547 7.583 -0.662
N 2.340 3.259 6.235 -0.251
N 3.003 3.710 8.385 -0.405
H 3.164 2.710 6.073 0.169
H 1.673 3.362 5.491 0.066
H 2.832 4.156 9.267 0.224
H 3.839 3.171 8.265 0.159
C -4.441 -3.560 4.432 0.606
O -5.641 -3.587 4.194 -0.670
N -3.847 -4.417 5.311 -0.366
N -3.595 -2.674 3.840 -0.068
H -2.865 -4.411 5.518 0.171
H -4.438 -5.086 5.767 0.195
H -3.995 -2.027 3.185 0.132
H -2.608 -2.636 4.020 0.053
C 4.232 7.968 -6.259 0.707
O 5.072 7.075 -6.150 -0.726
N 4.174 8.791 -7.332 -0.271
N 3.288 8.199 -5.303 -0.358
H 3.503 9.523 -7.441 0.131
H 4.855 8.650 -8.054 0.152
H 3.301 7.608 -4.491 0.218
H 2.595 8.919 -5.368 0.163
C 4.052 11.969 -9.362 0.562
O 4.170 10.900 -8.773 -0.647
N 4.945 12.981 -9.222 -0.319
N 3.013 12.226 -10.206 -0.389
H 4.868 13.860 -9.694 0.154
H 5.728 12.824 -8.602 0.227
H 2.334 11.498 -10.333 0.223
H 2.896 13.091 -10.698 0.161
C -9.592 -10.715 3.316 0.683
O -10.790 -10.702 3.051 -0.663
N -9.047 -11.593 4.202 -0.392
N -8.718 -9.850 2.743 -0.240
H -8.072 -11.619 4.433 0.164
H -9.669 -12.245 4.643 0.227
H -9.102 -9.192 2.084 0.082
H -7.735 -9.832 2.939 0.181
C 8.121 13.668 -6.475 0.633
O 7.176 12.986 -6.845 -0.654
N 7.977 14.964 -6.081 -0.387
N 9.392 13.188 -6.427 -0.390
H 8.737 15.541 -5.773 0.166
H 7.051 15.349 -6.103 0.216
H 9.533 12.235 -6.710 0.225
H 10.181 13.728 -6.127 0.162
C 1.329 -4.577 4.318 0.656
O 0.126 -4.371 4.427 -0.658
N 1.909 -5.745 4.725 -0.408
N 2.188 -3.670 3.787 -0.201
H 2.889 -5.936 4.647 0.168
H 1.306 -6.440 5.124 0.217
H 1.799 -2.797 3.474 0.049
H 3.175 -3.824 3.690 0.166
C 5.260 -5.482 0.303 0.754
O 5.229 -4.654 1.197 -0.621
N 4.503 -6.617 0.326 -0.410
N 6.051 -5.340 -0.797 -0.426
H 4.512 -7.308 -0.399 0.144
H 3.906 -6.752 1.120 0.199
H 6.620 -4.514 -0.847 0.224
H 6.092 -6.005 -1.545 0.147
```

The gap between HOMO and LUMO comes out at 4.67 eV. The energy above the lowest of the compared OMol25 structures with the same formula, charge and spin is 0.00 kcal per mole. The max |F| is 3.53 eV/Å. As for the total charge: -1. The value obtained for the lowest unoccupied orbital energy is 1.2 eV. The value obtained for the total energy is -115990.339 eV.

=====

3.
Computed, not measured: a cluster of 10 separate species, C35H95N15O15 in total, with ωB97M-V/def2-TZVPD.

XYZ file:
```
160
Properties=species:S:1:pos:R:3:mulliken_charge:R:1
C 0.716 -9.828 0.893 -0.780
O 2.039 -10.031 1.206 -0.372
C 2.558 -11.179 0.637 -0.621
C 4.082 -11.060 0.635 -0.549
N 4.239 -9.876 -0.211 -0.507
C 5.562 -9.053 -0.029 -0.559
C 5.610 -8.085 1.119 -0.385
O 6.758 -7.295 1.116 -0.378
C 6.901 -6.274 0.085 -0.578
H 0.669 -9.677 -0.185 0.360
H 0.298 -8.959 1.402 0.224
H 0.118 -10.678 1.221 0.314
H 2.166 -11.408 -0.354 0.381
H 2.314 -12.040 1.259 0.429
H 4.587 -11.872 0.111 0.347
H 4.544 -10.865 1.603 0.300
H 3.536 -9.413 0.347 0.360
H 5.737 -8.630 -1.018 0.373
H 6.349 -9.770 0.205 0.279
H 5.422 -8.693 2.004 0.301
H 4.688 -7.507 1.063 0.318
H 5.986 -5.710 0.268 0.266
H 6.832 -6.762 -0.888 0.263
H 7.802 -5.712 0.330 0.215
C 5.304 15.751 -1.224 -0.781
O 3.968 15.412 -0.956 -0.398
C 3.730 14.008 -0.902 -0.542
C 2.405 13.515 -1.431 -0.538
N 2.246 12.106 -0.975 -0.205
C 1.091 11.448 -1.575 -0.468
C 1.158 9.984 -1.156 -0.467
O 0.064 9.233 -1.639 -0.396
C -0.215 9.183 -3.018 -0.812
H 5.992 15.244 -0.548 0.319
H 5.695 16.766 -1.285 0.273
H 5.518 15.251 -2.169 0.328
H 3.684 13.908 0.183 0.252
H 4.542 13.353 -1.218 0.448
H 2.370 13.780 -2.488 0.303
H 1.602 14.106 -0.991 0.296
H 2.430 12.003 0.013 0.218
H 0.986 11.459 -2.660 0.308
H 0.230 11.931 -1.114 0.255
H 1.058 10.055 -0.073 0.287
H 2.083 9.464 -1.404 0.377
H 0.547 9.620 -3.663 0.345
H -1.178 9.652 -3.223 0.280
H -0.041 8.163 -3.359 0.320
C 5.703 4.786 -1.165 -0.769
O 5.893 4.983 0.259 -0.330
C 6.711 6.080 0.599 -0.312
C 6.827 6.081 2.142 -0.821
N 5.575 6.639 2.724 -0.392
C 5.352 8.016 2.331 -0.553
C 4.548 8.763 3.367 -0.590
O 4.633 10.132 3.048 -0.267
C 4.397 10.907 4.294 -0.898
H 4.784 5.280 -1.479 0.280
H 5.703 3.745 -1.490 0.244
H 6.408 5.403 -1.723 0.346
H 6.301 7.023 0.237 0.359
H 7.759 5.927 0.341 0.351
H 7.777 6.521 2.445 0.435
H 6.903 5.027 2.411 0.350
H 4.861 6.122 2.232 0.287
H 4.930 8.249 1.354 0.238
H 6.312 8.530 2.286 0.367
H 4.951 8.558 4.358 0.352
H 3.517 8.410 3.387 0.299
H 3.431 10.811 4.789 0.364
H 4.571 11.975 4.162 0.309
H 5.029 10.682 5.153 0.348
C -0.777 1.172 0.047 -0.781
O -0.151 -0.122 0.286 -0.291
C -0.570 -0.864 1.409 -0.592
C -1.723 -1.753 1.022 -0.688
N -1.822 -2.164 -0.389 -0.333
C -1.375 -3.555 -0.553 -0.893
C 0.185 -3.691 -0.562 -0.363
O 0.567 -2.937 -1.662 -0.366
C 1.922 -2.454 -1.578 -0.655
H -0.728 1.543 -0.977 0.270
H -0.228 1.931 0.605 0.290
H -1.841 1.159 0.283 0.311
H -0.872 -0.255 2.262 0.437
H 0.295 -1.398 1.804 0.362
H -2.529 -1.046 1.221 0.401
H -1.868 -2.543 1.759 0.300
H -1.082 -1.624 -0.815 0.330
H -1.725 -3.925 -1.517 0.314
H -1.878 -4.234 0.137 0.432
H 0.503 -4.732 -0.627 0.502
H 0.596 -3.322 0.377 0.208
H 2.680 -3.237 -1.599 0.301
H 1.978 -1.941 -0.618 0.257
H 2.135 -1.742 -2.375 0.249
C -6.578 -10.404 -8.087 -0.671
O -5.546 -10.299 -7.102 -0.346
C -5.016 -8.950 -6.966 -0.367
C -4.388 -8.820 -5.518 -0.961
N -5.162 -9.288 -4.395 -0.377
C -6.501 -8.782 -4.254 -0.279
C -7.067 -8.992 -2.839 -0.741
O -7.878 -10.161 -2.696 -0.320
C -8.160 -10.540 -1.382 -0.798
H -7.360 -11.008 -7.627 0.225
H -6.175 -11.011 -8.898 0.260
H -6.946 -9.450 -8.464 0.322
H -5.852 -8.265 -7.106 0.332
H -4.295 -8.654 -7.728 0.396
H -4.027 -7.816 -5.295 0.416
H -3.466 -9.400 -5.546 0.360
H -5.236 -10.265 -4.643 0.324
H -7.125 -9.342 -4.950 0.207
H -6.562 -7.713 -4.460 0.424
H -7.713 -8.136 -2.648 0.306
H -6.288 -9.046 -2.078 0.366
H -8.574 -9.732 -0.779 0.306
H -7.251 -10.870 -0.880 0.312
H -8.678 -11.490 -1.256 0.304
N 2.367 -5.283 -7.797 -0.385
C 1.209 -5.065 -8.308 0.639
N 0.612 -4.206 -7.568 -0.378
O 0.825 -5.455 -9.320 -0.580
H 2.632 -5.029 -6.856 0.142
H 3.014 -5.878 -8.294 0.202
H 0.830 -4.163 -6.583 0.162
H -0.158 -3.726 -8.012 0.198
N -9.701 -2.532 -2.530 -0.381
C -8.377 -2.513 -2.446 0.622
N -7.970 -2.283 -1.215 -0.361
O -7.710 -2.625 -3.437 -0.623
H -10.271 -2.510 -1.697 0.138
H -10.178 -2.538 -3.421 0.207
H -7.020 -2.488 -0.942 0.232
H -8.695 -2.220 -0.514 0.164
N -2.869 -3.918 10.346 -0.365
C -2.897 -3.496 9.105 0.648
N -3.299 -4.470 8.385 -0.365
O -2.734 -2.327 8.724 -0.677
H -3.111 -4.886 10.503 0.136
H -2.766 -3.262 11.107 0.216
H -3.282 -5.361 8.861 0.169
H -3.269 -4.298 7.390 0.237
N -3.356 8.968 3.899 -0.323
C -3.161 10.284 4.229 0.633
N -3.519 10.488 5.464 -0.367
O -2.625 11.151 3.536 -0.655
H -3.758 8.507 4.703 0.128
H -3.094 8.472 3.059 0.199
H -3.459 11.449 5.768 0.224
H -3.973 9.713 5.926 0.163
N -1.154 3.599 8.273 -0.369
C -2.337 4.028 7.854 0.657
N -3.200 3.031 7.703 -0.372
O -2.634 5.180 7.643 -0.643
H -0.321 4.170 8.262 0.206
H -1.037 2.648 8.593 0.161
H -2.939 2.077 7.905 0.153
H -4.119 3.263 7.354 0.207
```

The gap between HOMO and LUMO comes out at 8.67 eV. The energy above the lowest of the compared OMol25 structures with the same formula, charge and spin is 237.93 kcal per mole. Its SMILES is COCCNCCOC.COCCNCCOC.COCCNCCOC.COCCNCCOC.COCCNCCOC.NC(N)=O.NC(N)=O.NC(N)=O.NC(N)=O.NC(N)=O. The max |F| is 7.30 eV/Å. The value obtained for the lowest unoccupied orbital energy is 0.2 eV. The value obtained for the total energy is -90889.399 eV.